ORCA calculation (wB97M-V/def2-TZVPD) on 6 unconnected molecules or ions with the total composition C16H48N4O6 in a non-equilibrium geometry.

- E_HOMO (eV) = -8.721
- SMILES = COC[C@H](C)N.COC[C@H](C)N.COC[C@H](C)N.COC[C@H](C)N.O.O
- LUMO level (eV) = 0.69
- ΔE to the lowest compared entry with this formula, charge and spin (kJ/mol) = 186.9
- strongest force on any atom (hartree/bohr) = 0.0790
- orbital gap (Ha) = 0.346
- spin multiplicity = 1

Last column: Löwdin charge in e.
Cartesian coordinates (Å):
C: -0.707 0.763 5.869  -0.072
C: -0.258 0.548 4.466  -0.437
C: -1.367 1.105 3.554  -0.253
O: -2.407 0.199 3.647  -0.199
C: -3.607 0.703 3.053  -0.078
N: 0.925 1.349 4.092  0.038
H: 0.139 0.555 6.615  0.110
H: -1.633 0.274 6.128  0.072
H: -1.050 1.826 5.869  0.089
H: -0.058 -0.465 4.308  0.124
H: -1.032 1.144 2.485  0.117
H: -1.644 2.136 3.848  0.133
H: -3.207 1.218 2.187  0.060
H: -4.181 1.376 3.739  0.103
H: -4.223 -0.167 2.761  0.096
H: 1.170 2.041 4.836  0.095
H: 1.707 0.732 4.016  0.056
C: 1.248 2.501 -3.240  -0.064
C: 0.535 1.407 -2.413  -0.398
C: 1.384 0.146 -2.262  -0.199
O: 1.865 -0.299 -3.557  -0.191
C: 2.870 -1.311 -3.363  -0.098
N: 0.227 1.890 -1.040  0.052
H: 2.312 2.539 -2.931  0.084
H: 0.824 3.535 -3.108  0.086
H: 1.213 2.227 -4.309  0.079
H: -0.344 1.161 -3.028  0.129
H: 0.730 -0.640 -1.898  0.117
H: 2.192 0.311 -1.581  0.108
H: 2.460 -2.235 -2.827  0.102
H: 3.647 -0.911 -2.667  0.091
H: 3.380 -1.548 -4.253  0.062
H: 0.560 2.847 -0.942  0.083
H: -0.760 1.913 -0.939  0.034
C: 5.523 -2.591 2.005  -0.019
C: 4.069 -2.645 1.348  -0.395
C: 3.836 -3.781 0.421  -0.249
O: 4.468 -3.522 -0.812  -0.202
C: 4.323 -4.635 -1.774  -0.055
N: 3.033 -2.545 2.436  0.043
H: 6.195 -2.347 1.244  0.051
H: 5.634 -3.548 2.481  0.073
H: 5.616 -1.778 2.674  0.052
H: 3.862 -1.729 0.796  0.123
H: 2.731 -3.801 0.201  0.136
H: 4.142 -4.748 0.891  0.137
H: 3.248 -4.682 -2.017  0.089
H: 4.666 -5.540 -1.355  0.065
H: 4.889 -4.425 -2.637  0.067
H: 3.367 -1.963 3.130  0.019
H: 2.148 -2.346 1.991  0.050
C: -5.022 2.382 -0.961  -0.046
C: -4.198 1.406 -1.806  -0.467
C: -3.722 2.177 -3.010  -0.265
O: -4.627 2.795 -3.862  -0.209
C: -5.397 2.044 -4.825  -0.080
N: -3.012 0.930 -1.175  0.052
H: -4.412 3.195 -0.703  0.061
H: -5.413 1.988 -0.031  0.070
H: -5.875 2.789 -1.513  0.086
H: -4.879 0.597 -2.149  0.141
H: -3.030 1.539 -3.617  0.127
H: -3.023 2.938 -2.609  0.130
H: -4.781 1.602 -5.689  0.105
H: -6.085 2.833 -5.256  0.101
H: -5.950 1.304 -4.245  0.073
H: -3.172 0.922 -0.173  0.059
H: -2.753 -0.037 -1.444  0.102
O: -0.878 -1.603 0.196  -0.084
H: -1.204 -2.165 0.910  0.034
H: -0.221 -1.031 0.623  -0.032
O: 1.159 0.008 1.050  -0.066
H: 0.911 0.515 1.812  -0.005
H: 0.924 0.627 0.344  -0.003

Atoms 1-6, force components in eV/Å:
C 0.7 1.3 1.4
C -0.5 2.7 -0.8
C 1.0 -0.9 -0.8
O -1.8 -0.3 0.5
C 0.5 -0.6 0.4
N 0.3 0.6 1.1